1.
{"formula": "C68H172N14O23", "method": "ωB97M-V with the def2-TZVPD basis set", "symbols": ["C", "C", "C", "O", "C", "O", "O", "H", "H", "H", "H", "H", "H", "C", "C", "C", "O", "C", "O", "O", "H", "H", "H", "H", "H", "H", "C", "C", "C", "O", "C", "O", "O", "H", "H", "H", "H", "H", "H", "C", "C", "C", "O", "C", "N", "H", "H", "H", "H", "H", "H", "H", "H", "H", "H", "H", "C", "C", "C", "O", "C", "N", "H", "H", "H", "H", "H", "H", "H", "H", "H", "H", "H", "C", "C", "C", "O", "C", "N", "H", "H", "H", "H", "H", "H", "H", "H", "H", "H", "H", "C", "C", "C", "O", "C", "N", "H", "H", "H", "H", "H", "H", "H", "H", "H", "H", "H", "C", "C", "C", "O", "C", "N", "H", "H", "H", "H", "H", "H", "H", "H", "H", "H", "H", "C", "C", "C", "O", "C", "N", "H", "H", "H", "H", "H", "H", "H", "H", "H", "H", "H", "C", "C", "C", "O", "C", "N", "H", "H", "H", "H", "H", "H", "H", "H", "H", "H", "H", "C", "C", "C", "O", "C", "N", "H", "H", "H", "H", "H", "H", "H", "H", "H", "H", "H", "C", "C", "C", "O", "C", "N", "H", "H", "H", "H", "H", "H", "H", "H", "H", "H", "H", "C", "C", "C", "O", "C", "N", "H", "H", "H", "H", "H", "H", "H", "H", "H", "H", "H", "C", "C", "C", "O", "C", "N", "H", "H", "H", "H", "H", "H", "H", "H", "H", "H", "H", "C", "C", "C", "O", "C", "N", "H", "H", "H", "H", "H", "H", "H", "H", "H", "H", "H", "C", "C", "C", "O", "C", "N", "H", "H", "H", "H", "H", "H", "H", "H", "H", "H", "H", "C", "C", "C", "O", "C", "N", "H", "H", "H", "H", "H", "H", "H", "H", "H", "H", "H"], "xyz": [[-5.270, 0.217, 2.243], [-4.318, 0.492, 3.338], [-3.507, -0.764, 3.777], [-2.265, -0.568, 3.139], [-2.172, 0.705, 2.724], [-1.053, 1.156, 2.394], [-3.304, 1.377, 2.872], [-6.123, -0.430, 2.507], [-4.732, -0.408, 1.568], [-5.609, 1.096, 1.767], [-4.788, 0.982, 4.152], [-4.021, -1.662, 3.470], [-3.381, -0.738, 4.850], [-1.778, 4.109, 1.569], [-1.228, 5.061, 2.576], [-0.132, 4.524, 3.431], [0.935, 5.502, 3.368], [0.676, 6.403, 2.383], [1.378, 7.294, 2.083], [-0.502, 6.120, 1.815], [-2.545, 4.653, 0.977], [-2.357, 3.306, 2.057], [-1.025, 3.671, 0.874], [-2.000, 5.547, 3.149], [0.143, 3.543, 3.078], [-0.429, 4.424, 4.458], [1.608, 1.683, 6.260], [1.272, 0.314, 6.830], [1.016, -0.757, 5.696], [2.332, -1.261, 5.514], [3.194, -0.874, 6.509], [4.307, -1.242, 6.637], [2.560, -0.087, 7.370], [0.731, 2.264, 5.963], [2.219, 1.585, 5.315], [2.082, 2.294, 6.982], [0.571, 0.255, 7.666], [0.615, -0.251, 4.768], [0.375, -1.623, 5.918], [5.268, 1.077, -1.077], [6.669, 1.076, -0.571], [7.474, 0.250, -1.585], [8.878, 0.089, -1.191], [9.586, -0.220, -2.397], [7.146, 2.463, -0.355], [5.095, 1.566, -1.997], [4.543, 1.566, -0.374], [4.897, 0.075, -1.233], [6.677, 0.552, 0.394], [7.491, 0.781, -2.553], [7.155, -0.768, -1.747], [10.635, -0.280, -2.124], [9.422, 0.532, -3.120], [9.240, -1.215, -2.795], [8.140, 2.471, -0.309], [6.920, 3.028, -1.207], [1.343, -6.207, -3.223], [1.550, -5.200, -2.085], [2.906, -4.505, -2.110], [3.034, -3.567, -1.008], [4.232, -2.861, -1.104], [0.577, -4.139, -2.076], [0.346, -6.646, -3.193], [1.998, -7.088, -3.086], [1.457, -5.800, -4.250], [1.488, -5.731, -1.120], [3.017, -3.972, -3.072], [3.718, -5.262, -2.015], [4.201, -2.021, -0.408], [4.439, -2.378, -2.102], [5.072, -3.579, -0.831], [0.719, -3.506, -1.271], [-0.287, -4.646, -1.916], [-3.392, 4.726, -3.507], [-2.750, 3.832, -2.401], [-3.830, 3.386, -1.422], [-4.127, 4.488, -0.626], [-5.047, 3.992, 0.349], [-2.189, 2.614, -2.987], [-4.135, 4.156, -4.109], [-2.510, 5.158, -4.022], [-3.916, 5.566, -3.057], [-2.040, 4.412, -1.778], [-3.543, 2.500, -0.766], [-4.723, 3.066, -1.948], [-5.356, 4.763, 1.043], [-4.519, 3.180, 0.851], [-5.992, 3.604, -0.059], [-2.064, 2.743, -3.965], [-1.212, 2.447, -2.698], [3.516, 3.172, 3.050], [3.813, 4.222, 4.142], [4.998, 3.735, 4.924], [4.820, 2.393, 5.305], [5.919, 1.968, 6.075], [4.231, 5.502, 3.487], [2.997, 2.272, 3.472], [4.446, 2.753, 2.691], [2.919, 3.555, 2.228], [2.935, 4.269, 4.841], [5.068, 4.434, 5.784], [5.897, 3.836, 4.329], [5.832, 2.426, 7.097], [6.933, 2.265, 5.736], [5.964, 0.890, 6.152], [4.746, 6.157, 4.081], [3.552, 6.115, 2.966], [-5.976, 0.142, -2.838], [-6.974, 0.950, -2.057], [-7.951, 1.587, -3.062], [-8.980, 2.045, -2.306], [-10.026, 2.451, -3.076], [-7.615, 0.173, -0.940], [-5.654, 0.634, -3.780], [-6.442, -0.792, -3.058], [-5.026, 0.007, -2.253], [-6.406, 1.723, -1.562], [-8.322, 0.804, -3.792], [-7.499, 2.385, -3.719], [-10.858, 2.597, -2.422], [-10.343, 1.769, -3.905], [-9.763, 3.394, -3.483], [-8.495, 0.533, -0.598], [-7.869, -0.645, -1.463], [-2.354, -0.156, -4.441], [-2.755, -1.450, -5.098], [-2.887, -2.578, -4.059], [-2.908, -3.909, -4.550], [-1.708, -4.289, -5.263], [-3.939, -1.339, -5.916], [-2.509, 0.574, -5.214], [-1.339, -0.052, -4.090], [-3.021, 0.047, -3.621], [-1.928, -1.784, -5.768], [-3.768, -2.477, -3.468], [-1.983, -2.515, -3.472], [-0.842, -3.658, -5.037], [-1.922, -4.324, -6.379], [-1.544, -5.348, -5.096], [-4.034, -2.221, -6.377], [-4.751, -1.074, -5.396], [3.336, -5.547, 3.134], [2.561, -4.244, 2.921], [3.431, -3.022, 2.672], [2.654, -1.908, 2.324], [3.484, -0.765, 1.981], [1.504, -4.409, 1.902], [2.628, -6.326, 3.451], [4.204, -5.485, 3.775], [3.714, -5.959, 2.203], [2.013, -4.154, 3.919], [3.894, -3.304, 1.719], [4.162, -2.833, 3.498], [4.406, -0.981, 1.481], [3.713, -0.161, 2.864], [2.943, -0.049, 1.347], [1.982, -4.855, 1.137], [1.186, -3.446, 1.624], [2.878, -0.688, -4.089], [1.907, 0.233, -4.786], [2.407, 1.684, -4.976], [1.446, 2.348, -5.776], [1.604, 3.731, -5.663], [1.404, -0.378, -6.004], [3.857, -0.848, -4.579], [2.453, -1.626, -3.846], [3.120, -0.382, -3.090], [1.063, 0.379, -4.071], [3.305, 1.713, -5.599], [2.492, 2.181, -4.063], [2.429, 4.209, -6.247], [1.697, 4.020, -4.567], [0.657, 4.222, -5.986], [0.848, 0.298, -6.540], [2.060, -0.859, -6.540], [1.863, 6.388, -1.090], [0.375, 6.170, -1.480], [-0.232, 7.572, -1.382], [-1.502, 7.655, -1.995], [-2.589, 7.538, -1.125], [0.302, 5.651, -2.851], [1.965, 6.859, -0.076], [2.408, 6.979, -1.817], [2.388, 5.389, -1.063], [-0.060, 5.514, -0.740], [0.453, 8.274, -1.901], [-0.334, 7.801, -0.323], [-3.464, 8.041, -1.496], [-2.329, 7.949, -0.164], [-2.972, 6.498, -1.062], [1.086, 5.973, -3.379], [-0.488, 5.950, -3.338], [6.838, 6.042, -0.494], [5.351, 5.823, -0.909], [5.234, 5.519, -2.391], [5.702, 4.194, -2.687], [6.325, 4.004, -3.960], [4.593, 4.920, -0.085], [7.029, 5.694, 0.512], [7.186, 7.050, -0.601], [7.385, 5.316, -1.139], [4.706, 6.749, -0.858], [5.843, 6.177, -3.008], [4.196, 5.708, -2.644], [5.997, 4.730, -4.700], [6.138, 3.001, -4.249], [7.390, 4.097, -3.904], [4.712, 5.279, 0.905], [5.195, 4.082, -0.081], [-3.323, -6.000, 1.718], [-2.738, -4.902, 0.807], [-2.960, -3.540, 1.444], [-4.360, -3.282, 1.797], [-5.168, -2.994, 0.640], [-1.349, -5.169, 0.465], [-2.916, -5.922, 2.735], [-2.951, -6.938, 1.285], [-4.432, -5.931, 1.725], [-3.279, -5.006, -0.131], [-2.619, -2.781, 0.771], [-2.413, -3.577, 2.415], [-6.170, -2.677, 1.024], [-5.475, -3.882, 0.021], [-4.781, -2.119, 0.058], [-0.737, -5.314, 1.265], [-0.958, -4.436, -0.132], [-1.331, -6.312, 9.067], [-1.184, -4.954, 8.380], [-1.847, -4.886, 7.019], [-1.343, -3.768, 6.254], [-1.983, -3.731, 4.957], [-1.796, -3.859, 9.218], [-2.305, -6.701, 9.235], [-0.835, -6.252, 10.071], [-0.801, -7.122, 8.524], [-0.131, -4.751, 8.225], [-2.945, -4.743, 7.109], [-1.542, -5.812, 6.451], [-3.052, -3.483, 5.140], [-1.934, -4.722, 4.532], [-1.472, -2.979, 4.373], [-1.194, -3.590, 9.979], [-1.741, -3.044, 8.618], [-1.266, -0.752, -1.029], [0.293, -0.765, -1.018], [0.924, 0.534, -0.639], [0.494, 1.607, -1.458], [1.295, 2.735, -1.216], [0.753, -1.747, -0.065], [-1.679, -0.001, -1.661], [-1.577, -0.557, 0.034], [-1.593, -1.776, -1.326], [0.642, -1.023, -2.051], [2.022, 0.445, -0.647], [0.617, 0.848, 0.388], [1.149, 3.021, -0.170], [0.915, 3.540, -1.853], [2.338, 2.477, -1.247], [1.717, -2.017, -0.336], [0.883, -1.256, 0.798], [-4.735, -5.830, -2.650], [-3.696, -6.867, -2.109], [-4.188, -8.197, -2.721], [-5.403, -8.537, -2.047], [-5.961, -9.761, -2.440], [-2.382, -6.497, -2.468], [-5.780, -6.163, -2.541], [-4.425, -5.764, -3.707], [-4.684, -4.846, -2.145], [-3.873, -7.085, -1.046], [-3.433, -8.913, -2.398], [-4.230, -8.310, -3.796], [-6.296, -9.800, -3.490], [-6.830, -9.922, -1.766], [-5.267, -10.600, -2.253], [-2.415, -5.553, -2.902], [-1.761, -6.515, -1.674]], "multiplicity": 1}

***

2.
{"formula": "C7H14N2", "method": "ωB97M-V with the def2-TZVPD basis set", "symbols": ["C", "C", "C", "C", "C", "C", "C", "H", "H", "H", "H", "H", "H", "H", "H", "H", "H", "H", "H", "H", "H", "N", "N"], "xyz": [[-2.642, -0.747, 0.616], [-1.600, -0.159, -0.274], [-0.372, -0.987, -0.490], [2.089, -1.022, -0.071], [2.079, 0.266, 0.671], [-0.221, 0.625, 0.003], [-0.273, 1.844, -0.911], [-2.577, -1.700, 1.586], [-3.513, -1.221, -0.219], [-3.157, 0.060, 1.312], [-1.820, 0.497, -1.214], [-0.392, -1.521, 0.415], [0.858, -1.938, -1.552], [3.182, -1.160, -0.474], [1.688, -1.821, 0.628], [2.276, 0.976, -0.135], [3.043, 0.352, 1.257], [0.789, 1.202, 2.174], [0.694, 2.656, -0.737], [-0.474, 1.655, -1.993], [-1.417, 2.599, -0.481], [0.979, -1.005, -1.242], [0.780, 0.547, 1.132]], "de_lowest_kcal_mol": 222.97, "multiplicity": 1}

***

3.
{"formula": "C6H11NS", "method": "ωB97M-V with the def2-TZVPD basis set", "symbols": ["C", "C", "C", "C", "C", "C", "H", "H", "H", "H", "H", "H", "H", "H", "H", "H", "H", "N", "S"], "xyz": [[0.290, 1.107, -1.122], [-0.042, -0.255, -1.271], [-0.628, -0.356, 0.053], [-0.541, -1.462, 1.130], [-1.622, -1.983, 1.670], [0.235, 0.802, 0.461], [2.020, 1.051, -1.498], [1.111, 1.676, -2.608], [-0.612, 1.843, -1.303], [0.810, -0.893, -1.359], [-0.674, -0.863, -2.096], [-1.687, -0.192, 0.064], [0.596, -1.593, 1.487], [-1.352, -2.565, 2.707], [-2.738, -1.671, 1.332], [-0.332, 1.527, 1.125], [2.071, 1.779, 1.662], [1.415, 1.765, -1.550], [1.681, 0.284, 1.118]], "de_lowest_kcal_mol": 122.07, "multiplicity": 1}

***

4.
{"formula": "C28H54BrNO21", "method": "ωB97M-V with the def2-TZVPD basis set", "symbols": ["C", "C", "Br", "C", "C", "C", "O", "O", "C", "C", "C", "C", "O", "C", "N", "H", "H", "H", "H", "H", "H", "H", "H", "H", "H", "H", "H", "H", "H", "H", "H", "H", "H", "C", "O", "C", "O", "O", "C", "H", "H", "H", "H", "H", "H", "C", "O", "C", "O", "O", "C", "H", "H", "H", "H", "H", "H", "C", "O", "C", "O", "O", "C", "H", "H", "H", "H", "H", "H", "C", "O", "C", "O", "O", "C", "H", "H", "H", "H", "H", "H", "C", "O", "C", "O", "O", "C", "H", "H", "H", "H", "H", "H", "C", "O", "C", "O", "O", "C", "H", "H", "H", "H", "H", "H"], "xyz": [[2.649, 2.053, -3.258], [1.741, 1.730, -4.454], [2.729, 2.084, -6.127], [1.240, 0.275, -4.485], [-0.292, 0.196, -4.648], [-0.625, -1.245, -4.945], [-0.880, -1.782, -5.982], [-0.528, -1.916, -3.765], [-0.866, -0.998, -2.694], [-1.033, 0.421, -3.329], [-2.528, 0.744, -3.486], [-2.867, 2.236, -3.417], [-4.297, 2.393, -3.417], [-2.375, 3.065, -4.602], [-2.028, 4.432, -4.186], [2.112, 2.718, -2.575], [2.887, 1.155, -2.686], [3.585, 2.520, -3.552], [0.902, 2.422, -4.500], [1.686, -0.245, -5.336], [1.544, -0.268, -3.589], [-0.601, 0.883, -5.433], [-0.111, -1.084, -1.908], [-1.788, -1.384, -2.254], [-0.533, 1.104, -2.633], [-2.921, 0.316, -4.416], [-3.075, 0.265, -2.667], [-2.493, 2.665, -2.478], [-4.656, 1.955, -2.637], [-1.547, 2.569, -5.112], [-3.218, 3.141, -5.291], [-1.053, 4.498, -3.924], [-2.187, 5.091, -4.936], [0.472, 5.016, 1.137], [1.211, 4.422, 2.211], [1.858, 3.306, 1.892], [1.862, 2.770, 0.814], [2.513, 2.883, 2.974], [3.266, 1.681, 2.778], [0.014, 5.907, 1.553], [1.139, 5.292, 0.323], [-0.295, 4.332, 0.778], [4.029, 1.827, 2.016], [2.610, 0.861, 2.494], [3.734, 1.466, 3.733], [-0.078, -4.737, -4.902], [0.299, -6.059, -4.478], [-0.684, -6.948, -4.522], [-1.816, -6.736, -4.879], [-0.221, -8.120, -4.093], [-1.203, -9.162, -4.069], [0.812, -4.126, -4.803], [-0.405, -4.746, -5.939], [-0.865, -4.346, -4.268], [-1.590, -9.347, -5.069], [-2.021, -8.903, -3.399], [-0.688, -10.045, -3.702], [-5.719, -8.366, 0.672], [-4.953, -8.250, -0.530], [-5.062, -7.069, -1.139], [-5.726, -6.141, -0.757], [-4.310, -7.095, -2.235], [-4.329, -5.885, -3.004], [-5.535, -9.364, 1.056], [-5.400, -7.627, 1.405], [-6.780, -8.242, 0.465], [-3.958, -5.052, -2.407], [-5.338, -5.666, -3.347], [-3.668, -6.062, -3.846], [3.680, 10.412, 2.390], [4.344, 9.292, 2.985], [3.649, 8.155, 2.943], [2.556, 8.017, 2.458], [4.375, 7.204, 3.524], [3.744, 5.918, 3.553], [4.358, 11.252, 2.499], [3.488, 10.225, 1.335], [2.744, 10.620, 2.904], [3.548, 5.568, 2.544], [2.816, 5.956, 4.119], [4.442, 5.244, 4.042], [10.407, 5.823, 6.910], [9.773, 7.052, 6.551], [8.674, 6.906, 5.810], [8.209, 5.856, 5.447], [8.184, 8.112, 5.546], [6.992, 8.099, 4.747], [11.274, 6.098, 7.503], [9.736, 5.203, 7.502], [10.722, 5.279, 6.022], [6.197, 7.564, 5.257], [7.183, 7.644, 3.779], [6.704, 9.137, 4.612], [-7.663, -5.814, 5.370], [-6.925, -6.665, 6.253], [-6.627, -7.857, 5.742], [-6.924, -8.244, 4.642], [-5.946, -8.546, 6.654], [-5.559, -9.857, 6.233], [-7.829, -4.891, 5.918], [-7.091, -5.611, 4.467], [-8.616, -6.268, 5.109], [-4.910, -9.804, 5.362], [-6.435, -10.460, 6.004], [-5.020, -10.290, 7.070]], "multiplicity": 1}

***

no.,Kohn-Sham gap (hartree)
1,0.320
2,0.312
3,0.338
4,0.365